{
  "formula": "C26H31BIrN11",
  "method": "the ωB97M-V functional and the def2-TZVPD basis",
  "spin_multiplicity": 2,
  "charge": 3,
  "s_squared": 0.757,
  "relative_energy_kcal_mol": 0.0,
  "symbols": ["Ir", "C", "C", "C", "C", "N", "N", "B", "N", "C", "C", "C", "C", "N", "N", "C", "C", "C", "C", "N", "N", "C", "C", "C", "C", "N", "H", "H", "H", "H", "H", "H", "H", "H", "H", "H", "H", "H", "H", "H", "H", "H", "H", "H", "H", "H", "C", "C", "C", "C", "N", "C", "C", "C", "C", "C", "C", "N", "H", "H", "H", "H", "H", "H", "H", "H", "N", "H", "H", "H"],
  "coordinates": [[-0.4791, -0.8175, -0.3392], [-1.9350, -2.7254, 2.4097], [-1.0438, -1.5568, 2.6757], [-0.7359, -1.0384, 3.9336], [0.1568, -0.0232, 3.7016], [0.3936, 0.0614, 2.3806], [-0.3708, -0.8696, 1.7378], [1.3148, 0.9377, 1.4995], [2.1757, 0.0148, 0.6105], [3.5079, -0.1641, 0.5640], [3.7862, -1.1805, -0.3142], [2.5472, -1.6172, -0.7865], [2.3223, -2.7707, -1.7088], [1.5791, -0.8756, -0.2227], [0.4167, 1.8377, 0.6410], [0.2295, 3.1677, 0.6123], [-0.7253, 3.4560, -0.3299], [-1.1134, 2.2266, -0.8632], [-2.1331, 2.0458, -1.9381], [-0.4223, 1.2474, -0.2563], [2.3444, 1.8112, 2.3087], [2.8449, 1.7594, 3.6380], [3.7845, 2.7226, 3.7744], [3.8688, 3.3398, 2.5110], [4.7101, 4.4262, 2.0273], [2.9561, 2.7207, 1.6348], [-2.5885, -2.8827, 3.2652], [-1.3523, -3.6412, 2.2934], [-2.5692, -2.5901, 1.5357], [-1.1204, -1.3665, 4.8837], [0.5906, 0.6546, 4.4135], [4.1863, 0.4280, 1.1535], [4.7536, -1.5730, -0.5758], [3.2387, -2.9756, -2.2582], [1.5363, -2.5914, -2.4404], [2.0919, -3.6795, -1.1496], [0.7761, 3.8335, 1.2541], [-1.1001, 4.4255, -0.6077], [-2.4659, 3.0272, -2.2673], [-3.0123, 1.5096, -1.5827], [-1.7259, 1.5321, -2.8083], [2.5296, 1.0070, 4.3388], [4.3652, 2.9550, 4.6515], [5.3494, 4.8287, 2.8069], [4.0847, 5.2205, 1.6017], [5.3211, 4.0721, 1.1870], [0.0793, -0.6273, -4.6311], [-1.1618, -1.0339, -5.0962], [-2.1802, -1.2749, -4.1850], [-1.9260, -1.1303, -2.8322], [-0.6883, -0.8089, -2.3869], [0.2811, -0.5334, -3.2669], [-2.9752, -1.1307, -1.7864], [-4.3276, -1.2676, -2.0470], [-5.2419, -1.0240, -1.0320], [-4.7796, -0.6239, 0.2123], [-3.4158, -0.5381, 0.4197], [-2.5325, -0.8141, -0.5465], [0.8868, -0.3914, -5.3093], [-1.3455, -1.1379, -6.1572], [-3.1658, -1.5460, -4.5331], [1.2333, -0.2319, -2.8518], [-4.6734, -1.5336, -3.0349], [-6.3027, -1.1209, -1.2206], [-5.4599, -0.3862, 1.0177], [-3.0050, -0.2438, 1.3761], [-0.5372, -2.9437, -0.4177], [0.0959, -3.3645, 0.2593], [-0.2647, -3.3043, -1.3294], [-1.4619, -3.3184, -0.2177]],
  "forces_ev_per_a": [[-0.1, -0.2, -0.1], [0.0, 0.0, 0.0], [0.0, 0.0, 0.0], [0.0, 0.0, 0.0], [0.0, 0.0, 0.0], [0.0, 0.0, 0.0], [0.0, 0.0, 0.1], [0.0, -0.1, 0.0], [-0.1, 0.0, 0.0], [0.1, 0.0, 0.0], [0.0, 0.0, 0.0], [0.0, 0.0, 0.1], [0.0, 0.0, 0.0], [0.1, 0.0, -0.1], [0.1, 0.0, 0.0], [-0.1, 0.0, 0.0], [0.0, 0.0, 0.0], [-0.1, 0.0, 0.0], [0.0, 0.0, 0.0], [0.1, -0.1, 0.0], [-0.1, 0.2, -0.1], [0.1, -0.1, 0.0], [0.0, 0.0, 0.0], [0.0, 0.0, 0.0], [0.0, 0.0, 0.0], [-0.1, 0.0, 0.0], [0.0, 0.0, 0.0], [0.0, 0.0, 0.0], [0.0, 0.0, 0.0], [0.0, 0.0, 0.0], [0.0, 0.0, 0.0], [0.0, 0.0, 0.0], [0.0, 0.0, 0.0], [0.0, 0.0, 0.0], [0.0, 0.0, 0.0], [0.0, 0.0, 0.0], [0.0, 0.0, 0.0], [0.0, 0.0, 0.0], [0.0, 0.0, 0.0], [0.0, 0.0, 0.0], [0.0, 0.0, 0.0], [0.0, 0.0, 0.0], [0.0, 0.0, 0.0], [0.0, 0.0, 0.0], [0.0, 0.0, 0.0], [0.0, 0.0, 0.0], [0.0, 0.0, 0.0], [0.0, 0.0, 0.0], [0.0, 0.0, 0.0], [0.0, 0.0, 0.0], [0.0, 0.0, 0.0], [0.0, 0.0, 0.0], [0.0, 0.0, 0.0], [0.0, 0.0, 0.0], [0.0, 0.0, 0.0], [0.0, 0.0, 0.0], [0.0, 0.0, 0.0], [0.0, 0.0, 0.0], [0.0, 0.0, 0.0], [0.0, 0.0, 0.0], [0.0, 0.0, 0.0], [0.0, 0.0, 0.0], [0.0, 0.0, 0.0], [0.0, 0.0, 0.0], [0.0, 0.0, 0.0], [0.0, 0.0, 0.0], [0.0, 0.2, 0.0], [0.0, 0.0, 0.0], [0.0, 0.0, 0.0], [0.0, 0.0, 0.0]],
  "lowdin_charge": [1.40, -0.01, -0.30, 0.03, -0.02, 0.04, -0.06, -0.60, 0.03, -0.02, 0.03, -0.29, -0.01, -0.07, 0.03, -0.02, 0.03, -0.27, 0.01, -0.04, 0.06, 0.06, 0.06, -0.18, 0.03, 0.20, 0.11, 0.10, 0.05, 0.13, 0.12, 0.13, 0.13, 0.11, 0.06, 0.09, 0.13, 0.13, 0.10, 0.08, 0.08, 0.13, 0.15, 0.11, 0.12, 0.13, 0.01, 0.02, 0.04, -0.21, -0.07, -0.10, -0.21, 0.04, 0.02, 0.01, -0.10, -0.07, 0.13, 0.14, 0.13, 0.12, 0.13, 0.14, 0.13, 0.12, 0.03, 0.09, 0.07, 0.08]
}